The following is a DFT calculation (ωB97M-V/def2-TZVPD) of a structure of composition C15H24O10S.

Computed properties:
HOMO in eV: -9.9
Net charge: 0
ΔE to the lowest compared entry with this formula, charge and spin in kJ/mol: 70.1
Calculated total energy in eV: -47253.671
Frontier orbital gap in eV: 10.43
E_LUMO in eV: 0.5

Positions of all 50 atoms, in Å:
C 1.121 -1.249 2.209
C 0.456 0.107 2.185
O 0.604 0.817 1.246
O -0.312 0.380 3.248
C -0.458 1.776 3.541
C -1.910 2.213 3.321
C -2.473 1.837 1.930
C -3.727 0.984 1.931
C -4.775 1.158 3.016
O -5.725 0.122 2.653
S -4.780 -1.186 2.541
O -4.401 -1.720 3.792
O -5.405 -2.162 1.739
O -3.558 -0.447 1.797
H 2.168 -1.191 1.934
H 0.625 -1.817 1.419
H 0.934 -1.754 3.154
H 0.268 2.419 3.047
H -0.274 1.876 4.613
H -2.012 3.292 3.448
H -2.484 1.784 4.144
H -1.745 1.320 1.305
H -2.680 2.769 1.406
H -4.257 1.244 1.003
H -5.187 2.147 3.148
H -4.313 0.733 3.918
O 0.709 3.800 -4.229
C 0.762 2.868 -3.482
O 0.715 2.989 -2.134
C 0.911 1.699 -1.514
C 0.533 0.687 -2.582
C 0.932 1.409 -3.865
H 1.956 1.612 -1.212
H 0.284 1.619 -0.633
H 1.018 -0.278 -2.447
H -0.547 0.525 -2.574
H 1.978 1.234 -4.124
H 0.286 1.151 -4.700
O 3.015 -2.304 -0.401
C 3.334 -2.468 -1.541
O 3.653 -1.446 -2.376
C 3.884 -1.951 -3.703
C 4.227 -3.420 -3.517
C 3.405 -3.786 -2.285
H 2.975 -1.807 -4.292
H 4.694 -1.390 -4.165
H 4.007 -4.027 -4.393
H 5.290 -3.527 -3.293
H 2.392 -4.097 -2.547
H 3.889 -4.547 -1.680